*P*
A molecular structure, C49H43Cl4N8O5RbS, computed with ωB97M-V with the def2-TZVPD basis set.

```
111
Properties=species:S:1:pos:R:3:mulliken_charge:R:1
Rb 1.06 1.21 0.28 0.615
Cl 2.44 8.32 -2.80 -0.283
C 2.02 7.11 -1.61 -0.074
C 1.82 5.80 -2.02 -0.255
C 1.50 4.78 -1.13 0.040
N 1.46 3.45 -1.55 0.065
C 1.09 3.14 -2.78 0.207
O 0.61 3.82 -3.71 -0.841
C 1.38 1.67 -3.10 0.140
C 2.53 1.36 -3.82 -0.617
C 2.84 0.04 -4.05 -0.769
C 1.99 -0.95 -3.56 -0.840
C 0.85 -0.55 -2.88 -0.131
N 0.54 0.73 -2.66 0.612
C 1.32 5.11 0.25 -0.244
C 1.52 6.45 0.63 -0.771
C 1.88 7.43 -0.27 0.051
Cl 2.12 9.07 0.30 -0.283
N 0.98 4.10 1.16 0.199
C 0.52 4.39 2.36 0.031
O 0.25 5.49 2.90 -0.826
C 0.18 3.18 3.22 0.619
C -0.89 3.30 4.12 -0.583
C -1.26 2.22 4.88 -0.514
C -0.53 1.03 4.77 -0.471
C 0.53 1.01 3.89 -0.099
N 0.88 2.05 3.12 -0.344
H 1.92 5.56 -3.07 0.508
H 3.16 2.17 -4.17 0.544
H 3.74 -0.24 -4.58 0.375
H 2.23 -2.00 -3.64 0.458
H 0.18 -1.29 -2.47 0.215
H 1.39 6.71 1.67 0.600
H -1.41 4.25 4.16 0.479
H -2.11 2.28 5.56 0.371
H -0.79 0.15 5.35 0.413
H 1.11 0.10 3.76 0.226
C -3.68 5.11 1.50 -0.854
C -2.48 4.60 1.02 -0.967
C -2.24 3.24 1.07 1.008
C -3.20 2.40 1.61 -0.098
C -4.40 2.89 2.09 -0.249
C -4.65 4.26 2.03 -0.740
N -3.02 0.99 1.75 -0.603
N -1.91 0.57 1.39 1.875
C -1.74 -0.84 1.53 -0.784
C -2.81 -1.73 1.61 -0.736
C -2.51 -3.08 1.69 -0.929
C -1.18 -3.48 1.67 -0.681
C -0.19 -2.51 1.58 -0.858
N -0.47 -1.21 1.52 0.767
H -3.87 6.18 1.47 0.423
H -1.72 5.26 0.63 0.432
H -1.30 2.85 0.72 0.153
H -5.13 2.20 2.49 0.430
H -5.58 4.66 2.40 0.345
H -3.82 -1.35 1.61 0.557
H -3.31 -3.81 1.74 0.381
H -0.90 -4.53 1.71 0.583
H 0.86 -2.78 1.55 0.548
C -2.14 2.11 -6.23 -1.747
C -1.85 1.83 -4.76 0.982
C -3.11 1.94 -3.92 -1.059
S -2.84 1.80 -2.13 0.874
O -4.19 2.01 -1.51 -0.781
C -2.51 0.00 -2.03 -0.065
C -3.73 -0.81 -1.65 -0.004
C -4.79 -0.91 -2.74 -1.574
H -1.22 2.04 -6.82 0.448
H -2.54 3.12 -6.36 0.353
H -2.86 1.40 -6.63 0.360
H -1.10 2.54 -4.39 -0.265
H -1.40 0.84 -4.66 0.001
H -3.87 1.20 -4.21 0.269
H -3.55 2.93 -4.01 0.522
H -1.71 -0.10 -1.29 -0.539
H -2.08 -0.31 -2.98 0.621
H -4.18 -0.37 -0.76 0.113
H -3.39 -1.81 -1.37 0.484
H -5.24 0.06 -2.93 0.260
H -5.58 -1.60 -2.45 0.445
H -4.35 -1.28 -3.68 0.336
Cl 5.23 -6.66 2.63 -0.218
C 4.04 -7.38 1.60 1.040
C 3.93 -8.76 1.59 -0.654
C 3.05 -9.37 0.71 -0.315
C 2.28 -8.60 -0.14 -0.665
C 2.37 -7.22 -0.10 0.542
Cl 1.37 -6.29 -1.15 -0.160
C 3.25 -6.55 0.78 -1.056
N 3.36 -5.18 0.79 0.230
C 3.08 -4.40 1.92 0.901
C 2.43 -4.93 3.04 -0.197
C 2.14 -4.12 4.13 -0.896
C 2.48 -2.78 4.12 -0.719
C 3.11 -2.25 3.00 -0.513
C 3.43 -3.04 1.90 0.372
C 4.03 -2.43 0.66 -1.513
C 2.92 -2.38 -0.43 0.645
O 2.90 -3.35 -1.24 -0.945
O 2.11 -1.45 -0.33 -0.543
H 4.56 -9.34 2.25 0.396
H 2.97 -10.45 0.69 0.345
H 1.59 -9.06 -0.83 0.395
H 3.19 -4.68 -0.11 0.218
H 2.14 -5.97 3.05 0.521
H 1.63 -4.55 4.99 0.367
H 2.24 -2.14 4.96 0.426
H 3.36 -1.20 2.97 0.389
H 4.87 -3.04 0.31 0.337
H 4.37 -1.42 0.87 0.414
```

## Properties
* LUMO level: 3.4 eV
* spin multiplicity: 1
* net charge: -2
* HOMO-LUMO gap: 5.24 eV


*Q*
A molecular structure, C49H43Cl4N8O5RbS, computed with ωB97M-V with the def2-TZVPD basis set.

```
111
Properties=species:S:1:pos:R:3:mulliken_charge:R:1
Rb 1.64 -1.23 0.50 0.778
Cl 1.25 -7.07 5.72 -0.284
C 1.71 -6.18 4.29 0.061
C 1.31 -4.86 4.16 -0.530
C 1.63 -4.08 3.04 -0.367
N 1.11 -2.80 2.87 0.194
C 0.75 -2.08 3.92 -0.073
O 0.97 -2.25 5.14 -0.858
C -0.10 -0.84 3.60 0.036
C -0.47 -0.01 4.66 -0.314
C -1.30 1.07 4.42 -0.842
C -1.75 1.30 3.12 -0.415
C -1.32 0.43 2.13 0.052
N -0.52 -0.61 2.36 0.730
C 2.42 -4.68 2.01 -0.313
C 2.81 -6.01 2.17 -0.618
C 2.46 -6.76 3.29 0.089
Cl 2.99 -8.43 3.39 -0.286
N 2.72 -3.93 0.86 0.421
C 3.63 -4.36 0.00 0.112
O 4.38 -5.36 -0.01 -0.845
C 3.76 -3.52 -1.27 0.394
C 3.87 -4.21 -2.48 -0.712
C 4.01 -3.50 -3.66 -0.323
C 4.07 -2.12 -3.61 -0.606
C 3.97 -1.51 -2.37 0.038
N 3.81 -2.18 -1.23 -0.299
H 0.75 -4.40 4.96 0.545
H -0.10 -0.26 5.64 0.480
H -1.61 1.72 5.23 0.382
H -2.42 2.11 2.88 0.534
H -1.63 0.56 1.10 -0.233
H 3.42 -6.47 1.41 0.660
H 3.85 -5.29 -2.46 0.453
H 4.07 -4.03 -4.61 0.405
H 4.17 -1.51 -4.50 0.375
H 3.99 -0.43 -2.29 0.293
C 0.37 -5.18 -2.72 -0.564
C 0.07 -4.30 -1.69 -1.002
C 0.04 -2.93 -1.93 0.612
C 0.33 -2.46 -3.21 -0.155
C 0.58 -3.34 -4.25 -0.155
C 0.61 -4.71 -4.00 -0.482
N 0.38 -1.07 -3.52 -0.916
N 0.92 -0.38 -2.65 1.398
C 0.91 1.01 -2.98 -0.155
C -0.30 1.68 -3.18 -0.250
C -0.24 3.03 -3.44 -0.351
C 1.00 3.66 -3.52 -0.650
C 2.14 2.89 -3.30 -0.699
N 2.11 1.59 -3.01 -0.189
H 0.42 -6.25 -2.51 0.397
H -0.12 -4.66 -0.69 0.375
H -0.28 -2.24 -1.16 0.310
H 0.78 -2.95 -5.24 0.421
H 0.83 -5.40 -4.80 0.376
H -1.23 1.14 -3.08 0.344
H -1.15 3.59 -3.59 0.445
H 1.09 4.71 -3.74 0.376
H 3.12 3.34 -3.35 0.587
C 5.73 4.58 -0.42 -1.572
C 4.51 3.68 -0.57 0.451
C 3.96 3.25 0.78 -1.074
S 2.62 2.03 0.62 0.643
O 2.33 1.52 1.99 -0.746
C 1.25 3.14 0.16 0.473
C 0.45 3.65 1.36 0.603
C 1.19 4.62 2.27 -1.702
H 6.12 4.88 -1.39 0.434
H 6.53 4.06 0.12 0.351
H 5.49 5.48 0.14 0.301
H 4.77 2.79 -1.15 0.132
H 3.74 4.20 -1.14 0.021
H 3.62 4.10 1.37 0.319
H 4.71 2.71 1.36 0.500
H 0.61 2.53 -0.49 -1.020
H 1.67 3.95 -0.45 0.468
H 0.13 2.79 1.94 -0.320
H -0.45 4.11 0.96 0.480
H 1.99 4.12 2.81 0.304
H 0.50 5.03 3.01 0.451
H 1.61 5.46 1.71 0.324
Cl -8.07 1.90 -1.10 -0.219
C -6.76 3.03 -0.93 0.875
C -7.05 4.38 -0.95 -0.599
C -6.02 5.30 -0.80 -0.389
C -4.72 4.86 -0.64 -0.883
C -4.45 3.50 -0.62 0.550
Cl -2.82 2.97 -0.38 0.236
C -5.46 2.54 -0.77 -1.485
N -5.19 1.16 -0.79 -0.102
C -4.97 0.51 0.44 0.899
C -5.50 1.02 1.63 -0.458
C -5.29 0.37 2.83 -0.934
C -4.56 -0.81 2.87 -0.624
C -4.04 -1.31 1.69 -0.380
C -4.23 -0.68 0.46 0.850
C -3.65 -1.27 -0.80 -1.920
C -2.61 -0.33 -1.46 0.958
O -3.04 0.38 -2.42 -0.999
O -1.47 -0.32 -0.97 -0.435
H -8.07 4.71 -1.07 0.424
H -6.23 6.36 -0.82 0.357
H -3.90 5.56 -0.51 0.442
H -4.50 0.91 -1.52 0.553
H -6.07 1.95 1.61 0.353
H -5.70 0.79 3.74 0.346
H -4.36 -1.31 3.81 0.397
H -3.43 -2.21 1.71 0.310
H -4.45 -1.47 -1.52 0.425
H -3.16 -2.21 -0.55 0.442
```

## Properties
* LUMO level: 3.2 eV
* spin multiplicity: 1
* net charge: -2
* HOMO-LUMO gap: 4.66 eV


Most favorable structure: *P*. The second most favorable one is 52.7 kJ/mol above it.


*P*
A molecular structure, C45H43BrN6O2PbS2Se, computed with ωB97M-V with the def2-TZVPD basis set.

```
101
Properties=species:S:1:pos:R:3:mulliken_charge:R:1
Pb -0.58 -1.76 1.18 1.567
Br -8.19 0.55 1.67 -0.149
C -6.35 0.10 1.91 -0.983
C -5.58 0.84 2.82 -0.112
C -4.25 0.55 2.98 -0.581
C -3.60 -0.48 2.23 0.204
O -2.36 -0.70 2.43 -0.720
C -4.41 -1.22 1.32 0.297
C -3.94 -2.27 0.46 -0.404
N -2.74 -2.68 0.26 0.245
C -2.55 -3.71 -0.70 -0.315
C -3.36 -3.90 -1.79 -0.283
C -3.14 -4.97 -2.68 -1.033
C -2.10 -5.84 -2.50 -0.916
C -1.21 -5.64 -1.42 1.356
C -0.08 -6.45 -1.20 -0.687
C 0.79 -6.16 -0.19 -0.801
C 0.54 -5.02 0.60 -0.280
N -0.51 -4.26 0.44 -0.377
C -1.41 -4.56 -0.54 0.333
C -5.78 -0.91 1.19 -0.253
H -6.04 1.63 3.40 0.429
H -3.64 1.11 3.67 0.408
H -4.75 -2.78 -0.07 0.519
H -4.16 -3.21 -2.00 0.597
H -3.80 -5.09 -3.53 0.391
H -1.93 -6.66 -3.18 0.407
H 0.10 -7.30 -1.86 0.414
H 1.67 -6.76 -0.01 0.402
H 1.25 -4.71 1.36 0.459
H -6.38 -1.48 0.49 0.397
O 2.19 -1.88 1.79 -0.197
S 3.11 -0.93 2.47 -0.541
C 4.28 -0.34 1.25 0.203
C 4.05 -0.63 -0.08 -0.187
C 4.95 -0.16 -1.03 -0.020
C 6.06 0.58 -0.63 -0.674
C 6.28 0.84 0.71 -0.726
C 5.39 0.37 1.67 -0.338
C 2.15 0.66 2.76 1.533
C 2.76 1.35 3.97 -0.893
C 1.97 2.23 4.58 -1.038
C 0.80 3.25 2.57 -0.626
C -0.05 2.60 1.48 -1.724
C 0.71 1.70 0.86 0.059
H 3.18 -1.20 -0.38 0.519
H 4.77 -0.37 -2.08 0.247
H 6.76 0.95 -1.37 0.413
H 7.15 1.41 1.02 0.406
H 5.57 0.56 2.72 0.398
H 3.75 1.09 4.32 0.458
H 2.26 2.75 5.48 0.413
H 0.59 4.31 2.74 0.638
H -1.10 2.79 1.30 0.641
H 0.39 1.03 0.07 0.495
C 3.31 3.77 2.36 -0.981
N 2.11 3.06 2.00 0.010
C 0.62 2.45 3.94 -0.002
C 0.09 1.05 3.66 -0.887
N 0.82 0.18 3.11 -0.323
C 2.08 1.70 1.51 -0.818
H 3.09 4.47 3.17 0.349
H 3.70 4.33 1.51 0.336
H 4.10 3.11 2.72 0.294
H -0.06 2.99 4.60 0.681
H -0.93 0.78 3.90 0.612
H 2.90 1.51 0.82 0.912
C 4.43 0.18 -5.01 -1.574
C 3.26 -0.11 -4.12 0.879
C 2.38 0.89 -3.73 -0.997
C 1.29 0.64 -2.90 0.466
C 0.40 1.80 -2.51 -1.830
C 1.05 -0.66 -2.46 0.455
Se -0.60 -1.05 -1.54 -0.028
C 1.95 -1.69 -2.81 0.755
C 1.79 -3.11 -2.35 -1.345
C 3.03 -1.39 -3.63 -0.633
H 4.40 1.20 -5.39 0.365
H 4.45 -0.49 -5.87 0.348
H 5.38 0.05 -4.48 0.292
H 2.54 1.91 -4.09 0.314
H 0.57 2.64 -3.18 0.600
H 0.63 2.12 -1.49 0.408
H -0.65 1.53 -2.53 0.358
H 1.07 -3.19 -1.54 -0.216
H 2.75 -3.51 -2.00 0.480
H 1.44 -3.75 -3.17 0.486
H 3.71 -2.19 -3.90 0.307
C -2.79 4.63 -1.14 -0.663
N -4.03 4.03 -0.71 0.260
C -5.21 4.71 -0.44 -0.406
C -6.12 3.79 -0.06 -0.623
N -5.49 2.57 -0.10 0.223
C -4.19 2.69 -0.49 -0.809
S -3.07 1.46 -0.67 0.187
H -2.94 5.18 -2.07 0.350
H -2.07 3.83 -1.30 0.009
H -2.40 5.31 -0.37 0.339
H -5.29 5.77 -0.56 0.463
H -7.15 3.90 0.23 0.420
H -5.88 1.67 0.16 0.184
```

## Properties
* LUMO level: -0.2 eV
* spin multiplicity: 1
* HOMO-LUMO gap: 6.48 eV


*Q*
A molecular structure, C45H43BrN6O2PbS2Se, computed with ωB97M-V with the def2-TZVPD basis set.

```
101
Properties=species:S:1:pos:R:3:mulliken_charge:R:1
Pb 0.54 0.15 1.04 1.541
Br 7.53 -1.08 4.19 -0.241
C 5.70 -0.96 3.72 -0.271
C 4.90 -2.11 3.73 -0.490
C 3.57 -2.02 3.40 -0.546
C 2.96 -0.80 3.03 -0.036
O 1.70 -0.78 2.78 -0.865
C 3.80 0.35 3.01 0.443
C 3.33 1.67 2.65 -0.500
N 2.27 1.92 1.98 0.797
C 1.93 3.25 1.69 -0.649
C 2.81 4.19 1.24 0.190
C 2.39 5.51 0.97 -1.207
C 1.09 5.88 1.15 -0.862
C 0.15 4.93 1.62 1.435
C -1.21 5.24 1.87 -0.806
C -2.05 4.28 2.33 -1.004
C -1.55 2.96 2.49 -0.657
N -0.31 2.63 2.26 -0.388
C 0.56 3.60 1.86 0.481
C 5.15 0.25 3.39 -0.596
H 5.34 -3.06 4.00 0.418
H 2.94 -2.90 3.42 0.507
H 3.97 2.50 2.98 0.445
H 3.85 3.92 1.08 0.285
H 3.11 6.23 0.61 0.406
H 0.76 6.89 0.96 0.429
H -1.55 6.26 1.70 0.417
H -3.08 4.48 2.55 0.473
H -2.22 2.17 2.80 0.740
H 5.76 1.14 3.40 0.444
O 0.55 2.02 -1.16 0.080
S 0.02 2.11 -2.55 0.028
C -1.71 2.56 -2.39 0.674
C -2.19 2.88 -1.14 0.175
C -3.53 3.23 -1.00 -0.298
C -4.35 3.27 -2.11 -0.768
C -3.85 2.95 -3.37 -0.630
C -2.52 2.60 -3.52 -0.619
C -0.21 0.43 -3.12 0.028
C 0.17 0.09 -4.41 -0.864
C 0.09 -1.24 -4.82 -0.459
C -0.36 -2.20 -3.93 -0.988
C -0.75 -1.85 -2.64 -1.235
C -0.68 -0.53 -2.23 1.267
H -1.53 2.83 -0.28 0.189
H -3.92 3.45 -0.02 0.336
H -5.40 3.53 -2.00 0.382
H -4.50 2.97 -4.24 0.407
H -2.13 2.33 -4.49 0.351
H 0.53 0.85 -5.09 0.468
H 0.38 -1.52 -5.82 0.422
H -0.42 -3.24 -4.24 0.414
H -1.11 -2.60 -1.94 0.662
H -1.02 -0.25 -1.24 0.099
C 1.87 -5.80 0.60 -0.959
N 1.06 -4.61 0.76 0.196
C -0.02 -4.46 1.60 -1.064
C -0.42 -3.17 1.46 -0.181
N 0.38 -2.53 0.55 0.771
C 1.26 -3.42 0.16 -0.917
H 1.23 -6.67 0.48 0.354
H 2.52 -5.94 1.46 0.321
H 2.48 -5.69 -0.30 0.306
H -0.39 -5.27 2.20 0.493
H -1.23 -2.64 1.94 0.133
H 2.05 -3.25 -0.55 0.551
C -5.65 -5.11 -0.67 -1.549
C -4.94 -3.87 -0.20 0.728
C -4.56 -3.71 1.12 -0.748
C -3.89 -2.57 1.57 0.601
C -3.60 -2.48 3.05 -1.844
C -3.57 -1.55 0.67 0.438
Se -2.56 -0.01 1.23 -0.307
C -4.03 -1.66 -0.66 0.737
C -3.92 -0.55 -1.68 -0.748
C -4.68 -2.82 -1.07 -1.004
H -5.61 -5.90 0.09 0.357
H -5.20 -5.51 -1.58 0.355
H -6.70 -4.91 -0.88 0.316
H -4.78 -4.49 1.84 0.374
H -4.46 -2.84 3.62 0.526
H -3.38 -1.47 3.35 0.236
H -2.75 -3.11 3.33 0.276
H -3.35 0.29 -1.29 -0.774
H -4.92 -0.19 -1.94 0.652
H -3.45 -0.90 -2.60 0.296
H -5.01 -2.90 -2.10 0.391
C 5.25 1.66 -0.17 -0.486
N 4.42 1.52 -1.34 0.372
C 4.43 2.35 -2.45 -0.628
C 3.56 1.84 -3.35 -0.483
N 3.04 0.70 -2.78 0.132
C 3.56 0.49 -1.55 -0.104
S 3.19 -0.78 -0.51 -0.174
H 5.26 2.71 0.14 0.286
H 6.27 1.34 -0.38 0.357
H 4.84 1.04 0.62 -0.132
H 5.05 3.23 -2.49 0.478
H 3.27 2.20 -4.32 0.472
H 2.33 0.10 -3.17 0.138
```

## Properties
* LUMO level: 0.0 eV
* spin multiplicity: 1
* HOMO-LUMO gap: 6.16 eV


Most favorable structure: *Q*. The second most favorable one is 263.7 kJ/mol above it.


*P*
C9H8N2 in the gas phase, computed with ωB97M-V with the def2-TZVPD basis set.

```
19
Properties=species:S:1:pos:R:3:mulliken_charge:R:1
C 2.46 -0.88 0.57 -1.229
C 1.96 -0.22 -0.70 0.013
C 1.01 0.93 -0.55 0.100
C 0.42 2.06 -0.01 -0.745
C -0.93 1.90 0.24 -0.360
C -1.58 0.67 0.04 0.099
N -2.80 0.32 0.41 -0.699
C -2.93 -0.98 0.12 -0.557
C -1.78 -1.49 -0.45 -0.194
N -0.91 -0.45 -0.52 0.191
C 0.35 -0.22 -0.86 0.390
H 3.29 -0.30 0.98 0.336
H 2.82 -1.88 0.34 0.323
H 1.68 -0.95 1.32 0.352
H 2.91 -0.22 -1.39 0.252
H 0.94 2.98 0.21 0.423
H -1.52 2.70 0.67 0.448
H -3.83 -1.51 0.36 0.426
H -1.54 -2.48 -0.80 0.433
```

## Properties
* LUMO level: 0.6 eV
* SMILES: C[C@@H]1c2ccc3nccn3c21
* spin multiplicity: 1
* HOMO-LUMO gap: 8.59 eV


*Q*
C9H8N2 in the gas phase, computed with ωB97M-V with the def2-TZVPD basis set.

```
19
Properties=species:S:1:pos:R:3:mulliken_charge:R:1
N -1.40 1.95 0.30 -0.387
C -1.24 0.68 0.01 0.663
C -2.24 -0.35 -0.18 -0.664
C -1.88 -1.67 -0.11 -0.345
C -0.58 -2.02 0.08 -0.782
C 0.39 -0.98 0.01 0.496
N 1.62 -1.52 0.17 -0.555
C 2.67 -0.63 0.15 -0.327
C 2.48 0.72 -0.21 -0.562
C 1.20 1.21 -0.20 -0.704
C 0.10 0.37 -0.03 0.697
H -0.68 2.70 0.24 0.102
H -2.24 2.49 0.52 0.208
H -3.32 0.02 -0.41 0.230
H -2.59 -2.48 -0.14 0.390
H -0.29 -3.01 0.23 0.490
H 3.66 -1.09 0.24 0.364
H 3.39 1.40 -0.26 0.290
H 0.94 2.20 -0.41 0.395
```

## Properties
* LUMO level: 0.3 eV
* SMILES: Nc1cccc2ncccc12
* spin multiplicity: 1
* HOMO-LUMO gap: 7.69 eV


Most favorable structure: *Q*. The second most favorable one is 228.2 kJ/mol above it.